Record 1
{"formula": "C27H27N6OOsS", "method": "ωB97M-V/def2-TZVPD", "e_above_lowest_kcal_mol": 16.7, "e_homo_ev": -2.30, "lumo_ha": 0.0885, "total_charge": -1, "species": ["Os", "N", "C", "N", "C", "N", "N", "C", "C", "C", "C", "C", "C", "N", "C", "C", "C", "C", "C", "C", "H", "H", "H", "H", "H", "H", "H", "H", "H", "H", "H", "C", "C", "C", "C", "C", "C", "C", "H", "H", "H", "H", "H", "O", "C", "C", "C", "C", "C", "C", "N", "H", "H", "H", "H", "H", "H", "H", "H", "H", "H", "H", "S"], "positions_angstrom": [[-1.52, 0.10, -1.41], [1.37, -3.15, -1.31], [0.43, -2.28, -1.73], [-0.15, -1.45, -0.95], [0.17, -1.40, 0.44], [-0.25, -0.42, 1.17], [-1.01, 0.46, 0.48], [-1.43, 1.67, 1.03], [-2.07, 2.47, 0.14], [-2.62, 3.77, 0.45], [-3.20, 4.52, -0.51], [-3.25, 4.03, -1.87], [-2.75, 2.81, -2.14], [-2.19, 1.99, -1.19], [1.05, -2.44, 0.97], [1.36, -2.58, 2.32], [2.24, -3.56, 2.75], [2.82, -4.43, 1.84], [2.52, -4.32, 0.49], [1.65, -3.32, 0.06], [1.70, -3.84, -1.96], [0.13, -2.27, -2.78], [-1.25, 1.92, 2.06], [-2.56, 4.12, 1.48], [-3.62, 5.49, -0.26], [-3.68, 4.62, -2.66], [-2.77, 2.38, -3.13], [0.89, -1.90, 3.02], [2.48, -3.63, 3.81], [3.49, -5.21, 2.17], [2.97, -4.99, -0.23], [-2.86, -0.83, -0.90], [-3.79, -1.00, 0.19], [-3.92, -2.24, 0.82], [-4.70, -2.38, 1.96], [-5.41, -1.31, 2.47], [-5.34, -0.08, 1.81], [-4.56, 0.07, 0.68], [-3.37, -3.08, 0.41], [-4.75, -3.35, 2.45], [-6.00, -1.41, 3.37], [-5.90, 0.77, 2.18], [-4.52, 1.02, 0.15], [1.07, 1.71, -1.06], [2.07, 2.03, -0.47], [2.54, 1.41, 0.81], [3.48, 0.25, 0.39], [4.58, 0.57, -0.65], [4.06, 0.86, -2.07], [3.58, 2.31, -2.29], [3.03, 2.88, -1.06], [1.71, 1.01, 1.39], [3.08, 2.15, 1.41], [2.85, -0.54, -0.03], [3.95, -0.16, 1.29], [5.21, -0.31, -0.70], [5.22, 1.39, -0.30], [3.22, 0.19, -2.27], [4.83, 0.63, -2.80], [2.82, 2.34, -3.06], [4.41, 2.95, -2.61], [3.77, 3.08, -0.40], [-1.32, -0.08, -3.69]]}


Record 2
{"formula": "C27H28AlN2O5P2", "method": "ωB97M-V/def2-TZVPD", "e_above_lowest_kcal_mol": 23.6, "e_homo_ev": [-8.60, -8.61], "lumo_ha": [-0.1407, -0.1406], "total_charge": 1, "species": ["C", "C", "C", "C", "C", "C", "C", "C", "C", "C", "C", "C", "C", "H", "H", "H", "H", "H", "H", "H", "N", "Al", "C", "H", "H", "C", "H", "H", "P", "P", "C", "H", "H", "H", "C", "H", "H", "H", "C", "H", "H", "H", "C", "H", "H", "H", "C", "O", "H", "O", "C", "O", "C", "C", "C", "C", "C", "C", "N", "O", "O", "H", "H", "H", "H"], "positions_angstrom": [[-1.97, 2.35, -3.58], [-1.63, 1.09, -3.12], [-0.27, 0.69, -3.24], [0.78, 1.72, -3.30], [0.34, 3.05, -3.45], [-0.97, 3.32, -3.80], [2.15, 1.40, -3.22], [2.37, 0.01, -3.04], [1.26, -0.95, -3.02], [1.51, -2.30, -2.63], [2.81, -2.77, -2.79], [3.88, -1.88, -2.96], [3.66, -0.50, -2.86], [-3.03, 2.55, -3.71], [1.18, 3.73, -3.41], [-1.22, 4.25, -4.27], [2.87, 2.13, -2.77], [2.96, -3.86, -2.72], [4.86, -2.24, -3.19], [4.40, 0.29, -2.80], [0.02, -0.60, -3.36], [-0.13, 0.32, 0.69], [-2.67, 0.25, -2.36], [-2.81, -0.78, -2.73], [-3.63, 0.77, -2.48], [0.46, -3.15, -1.94], [-0.46, -3.34, -2.51], [0.93, -4.13, -1.77], [-2.39, 0.23, -0.56], [0.02, -2.54, -0.28], [1.25, -3.21, 0.87], [1.00, -2.94, 1.90], [1.26, -4.31, 0.79], [2.25, -2.82, 0.63], [-1.39, -3.58, 0.14], [-1.02, -4.61, 0.28], [-1.85, -3.22, 1.07], [-2.12, -3.55, -0.69], [-2.90, 1.83, 0.10], [-3.84, 2.12, -0.39], [-3.07, 1.75, 1.19], [-2.13, 2.60, -0.08], [-3.68, -0.85, 0.10], [-3.52, -0.98, 1.18], [-4.64, -0.35, -0.08], [-3.66, -1.83, -0.40], [-1.10, -0.77, 2.16], [-1.50, -1.12, 3.20], [-0.87, -1.00, -0.30], [0.10, 2.26, 1.14], [1.19, 1.78, 1.64], [1.75, 0.85, 0.91], [1.39, 2.06, 3.02], [2.21, 1.19, 3.76], [1.96, 0.99, 5.09], [0.94, 1.74, 5.71], [0.19, 2.74, 5.01], [0.40, 2.85, 3.65], [0.55, 1.30, 7.01], [1.17, 0.31, 7.45], [-0.38, 1.86, 7.62], [3.03, 0.70, 3.23], [2.50, 0.20, 5.66], [-0.55, 3.35, 5.57], [-0.20, 3.55, 3.06]]}


Record 3
{"formula": "C27H28As2Cl5N2OPd", "method": "ωB97M-V/def2-TZVPD", "e_above_lowest_kcal_mol": 32.4, "e_homo_ev": -10.59, "lumo_ha": -0.1287, "total_charge": 1, "species": ["Pd", "C", "As", "C", "C", "C", "C", "C", "C", "C", "As", "C", "C", "H", "H", "H", "H", "H", "H", "H", "H", "H", "H", "H", "H", "H", "H", "H", "H", "Cl", "C", "C", "C", "Cl", "C", "Cl", "C", "Cl", "C", "Cl", "C", "N", "N", "C", "O", "C", "C", "C", "C", "C", "C", "C", "C", "C", "H", "H", "H", "H", "H", "H", "H", "H", "H", "H", "H", "H"], "positions_angstrom": [[0.18, -0.10, 0.57], [3.91, -0.39, -0.77], [2.58, 0.44, 0.37], [2.82, 2.32, -0.05], [3.32, 0.30, 2.15], [4.69, 0.25, 2.39], [5.17, 0.18, 3.69], [4.29, 0.18, 4.76], [2.92, 0.24, 4.53], [2.43, 0.29, 3.23], [0.52, 0.33, 2.90], [-0.18, -0.90, 4.21], [-0.01, 2.05, 3.62], [4.86, 0.14, -0.68], [3.57, -0.32, -1.80], [4.03, -1.43, -0.49], [3.86, 2.61, 0.08], [2.19, 2.91, 0.61], [2.51, 2.50, -1.08], [5.39, 0.27, 1.56], [6.24, 0.14, 3.86], [4.66, 0.13, 5.77], [2.25, 0.23, 5.37], [0.18, -0.62, 5.20], [0.15, -1.90, 3.94], [-1.27, -0.86, 4.19], [0.35, 2.14, 4.64], [-1.10, 2.12, 3.61], [0.40, 2.85, 3.00], [-2.19, -2.48, 2.00], [-2.73, -1.03, 1.25], [-1.81, -0.11, 0.77], [-2.31, 0.97, 0.05], [-1.12, 1.99, -0.73], [-3.66, 1.21, -0.14], [-4.19, 2.57, -1.03], [-4.57, 0.31, 0.41], [-6.26, 0.58, 0.23], [-4.11, -0.82, 1.09], [-5.23, -1.95, 1.72], [2.34, -6.04, -1.54], [2.36, -5.07, -0.46], [1.30, -4.20, -0.26], [1.67, -3.24, 0.67], [0.84, -2.43, 1.12], [3.04, -3.49, 0.95], [3.41, -4.61, 0.24], [4.74, -5.28, 0.14], [-0.04, -4.53, -0.60], [-0.64, -5.66, -0.07], [-1.97, -5.93, -0.37], [-2.69, -5.05, -1.18], [-2.08, -3.92, -1.69], [-0.75, -3.65, -1.41], [1.54, -5.79, -2.22], [2.18, -7.05, -1.16], [3.29, -6.00, -2.08], [3.65, -2.95, 1.66], [5.41, -4.88, 0.90], [5.20, -5.10, -0.83], [4.65, -6.35, 0.28], [-0.08, -6.32, 0.58], [-2.45, -6.81, 0.03], [-3.73, -5.26, -1.40], [-2.64, -3.24, -2.32], [-0.26, -2.78, -1.80]]}


Record 4
{"formula": "C27H28AsMoNOPS6Si", "method": "ωB97M-V/def2-TZVPD", "e_homo_ev": -11.08, "lumo_ha": -0.1764, "total_charge": 1, "species": ["Mo", "C", "Si", "C", "C", "N", "C", "C", "C", "C", "C", "C", "O", "C", "C", "C", "C", "C", "C", "H", "H", "H", "H", "H", "H", "H", "H", "H", "H", "H", "H", "H", "H", "H", "H", "H", "H", "S", "As", "S", "S", "S", "S", "P", "S", "C", "C", "C", "C", "C", "C", "C", "C", "C", "C", "C", "C", "H", "H", "H", "H", "H", "H", "H", "H", "H", "H"], "positions_angstrom": [[0.31, 0.38, 1.59], [-1.56, 0.82, 5.50], [-0.71, -0.57, 4.59], [1.08, -0.52, 5.10], [-1.23, -2.35, 4.86], [-1.09, -0.23, 2.80], [-2.46, -0.22, 2.47], [-3.53, -0.58, 3.30], [-4.84, -0.40, 2.87], [-5.11, 0.14, 1.63], [-4.07, 0.50, 0.78], [-2.78, 0.29, 1.22], [-1.64, 0.61, 0.46], [-1.92, 0.68, -0.94], [-1.96, 1.93, -1.52], [-2.33, 2.03, -2.85], [-2.65, 0.88, -3.57], [-2.61, -0.36, -2.96], [-2.24, -0.48, -1.62], [-1.29, 0.78, 6.55], [-2.65, 0.84, 5.42], [-1.18, 1.76, 5.09], [1.04, -0.67, 6.18], [1.59, 0.42, 4.91], [1.67, -1.33, 4.67], [-0.80, -2.70, 5.80], [-0.80, -2.95, 4.05], [-2.30, -2.56, 4.88], [-3.36, -0.98, 4.28], [-5.65, -0.69, 3.53], [-6.13, 0.29, 1.31], [-4.27, 0.91, -0.19], [-1.72, 2.81, -0.93], [-2.35, 3.00, -3.33], [-2.94, 0.96, -4.61], [-2.85, -1.25, -3.52], [-2.20, -1.44, -1.13], [4.27, 1.17, 1.27], [3.96, -0.93, 1.85], [1.14, 1.90, 2.64], [1.68, -1.38, 1.88], [4.22, 0.69, 3.33], [0.49, -2.24, -1.43], [1.36, -0.57, -1.87], [1.26, 1.01, -0.42], [0.91, 0.22, -3.42], [0.76, -0.63, -4.52], [0.49, -0.10, -5.77], [0.37, 1.27, -5.93], [0.51, 2.12, -4.84], [0.78, 1.60, -3.59], [3.17, -0.67, -1.85], [3.95, 0.43, -2.23], [5.33, 0.33, -2.22], [5.94, -0.85, -1.82], [5.17, -1.94, -1.45], [3.79, -1.86, -1.46], [0.85, -1.70, -4.39], [0.38, -0.76, -6.62], [0.16, 1.68, -6.91], [0.42, 3.19, -4.97], [0.90, 2.26, -2.74], [3.48, 1.35, -2.55], [5.93, 1.18, -2.52], [7.02, -0.93, -1.82], [5.65, -2.87, -1.15], [3.17, -2.70, -1.17]]}


no.,energy (Eh),maximum force (eV/Å)
1,-1937.6984,1.787
2,-2456.0692,3.724
3,-8130.5838,0.413
4,-6499.5692,1.269